Density functional theory data (ωB97M-V with the def2-TZVPD basis set) for a cluster of 2 separate species, CH3N2OP in total at a distorted geometry.

Bonds (Å) are listed after each position.
Geometry (Å):
1 C 3.76089 1.25587 0.06809  N2 1.141, P5 1.840
2 N 3.23365 2.26332 -0.02218  C1 1.141
3 N 0.02104 -0.36865 -0.14877  H6 1.027, H7 1.013, H8 1.000
4 O 3.93962 -1.30169 -0.31460  P5 1.440
5 P 4.77202 -0.27057 0.24923  C1 1.840, O4 1.440
6 H 0.61913 -1.10474 -0.54348  N3 1.027
7 H 0.20225 -0.74973 0.77215  N3 1.013
8 H 0.48689 0.47491 -0.41514  N3 1.000

Output
Charge: 0
SMILES: N#CP=O.N
DFT total energy, Ha: -565.9677
Energy relative to the best compared isomer or geometry (same formula, charge and spin), kJ/mol: 143.1
Frontier orbital gap, hartree: 0.2955
LUMO energy, eV: -2.13